# 1
60
Properties=species:S:1:pos:R:3 method="wB97M-V/def2-TZVPD" multiplicity=2 homo_lumo_gap_ev="8.320 / 2.026" energy_ev=-134922.158 charge=+1 fmax_ha_per_bohr=0.06175 homo_ev="-11.095 / -11.095"
H 2.93 2.63 4.85
Cl 6.84 1.23 -0.40
H -0.22 0.78 8.02
H -4.28 1.68 -1.60
H -3.18 -3.40 -6.66
O -3.31 1.77 1.59
H 1.64 2.13 6.81
H -1.68 2.90 2.30
O -1.69 -2.50 -5.56
C 0.17 0.42 7.07
H -3.76 -2.43 -5.33
H -2.29 -3.79 -4.02
H 2.58 -2.45 -3.44
H -3.30 1.15 4.13
H -1.53 -4.55 -5.28
C -1.44 -3.63 -4.70
C 3.55 -2.53 -2.95
H -0.70 0.13 6.49
H -4.54 2.95 -0.51
H -3.47 2.89 3.66
C -4.30 1.88 -0.53
C 6.37 -0.37 0.05
H 2.00 0.03 0.01
H 1.97 3.19 2.71
H -2.04 2.33 4.52
H 0.08 -2.58 -3.55
H -3.79 -1.15 -7.73
Cl 4.11 -4.19 -3.28
C 2.28 1.93 4.32
H 3.01 1.37 3.74
Cl 0.29 -0.91 -1.24
H 0.53 3.30 3.72
H 0.71 -3.50 -4.91
Cl 7.70 -1.23 0.94
C 1.31 2.63 3.37
H -2.78 -0.39 -6.42
H 0.77 1.83 2.85
C -2.97 -1.27 -7.03
C -3.02 1.64 0.19
H -2.24 2.31 -0.17
Cl 2.55 1.02 -2.05
C -3.03 -2.46 -6.13
O 1.70 0.93 5.24
Cl 0.39 1.66 -0.05
Cl 4.74 -1.28 -3.49
H -2.79 0.58 0.06
H -1.55 1.04 2.41
C -2.18 1.94 2.40
C 1.37 0.37 -0.80
H -2.11 -1.31 -7.70
Cl 3.20 -2.34 -1.24
H 6.27 -0.83 -0.93
C -2.79 2.05 3.78
C -0.05 -3.50 -4.13
C 0.91 1.56 6.24
H 0.27 -4.34 -3.51
H -5.07 1.26 -0.06
H 0.72 -0.48 7.33
Cl 4.82 -0.42 0.88
H 0.31 2.33 5.74

# 2
100
Properties=species:S:1:pos:R:3 method="wB97M-V/def2-TZVPD" smiles="CCOP(=O)(OCC)OCC.CCOP(=O)(OCC)OCC.CCOP(=O)(OCC)OCC.ClC(Cl)Cl.ClC(Cl)Cl.Fc1ccccc1" multiplicity=1 homo_lumo_gap_ev=10.068 energy_ev=-158102.276 fmax_ha_per_bohr=0.06476 homo_ev=-9.595 de_lowest_ev=0.0000
H 13.12 14.29 16.30
H 9.59 7.49 21.88
C 7.14 12.67 22.69
O 8.63 12.57 17.21
H 13.24 13.56 17.87
H 12.45 11.94 15.34
C 9.76 10.99 26.15
O 7.56 11.71 23.62
H 11.03 16.10 17.28
H 10.60 12.87 19.12
O 10.09 12.32 23.31
H 5.00 12.33 22.71
Cl 8.40 16.02 24.41
O 12.81 17.47 13.28
H 12.53 11.39 17.08
H 10.27 11.93 25.87
C 8.64 7.94 21.60
H 12.43 16.35 19.29
H 10.27 19.11 10.59
H 8.85 8.35 20.62
H 10.76 20.96 12.13
H 9.71 19.84 12.87
P 9.86 11.55 17.03
H 9.49 11.97 20.10
H 15.49 17.42 10.77
H 10.52 10.35 26.61
O 9.55 10.45 16.08
H 16.17 15.89 10.49
H 11.65 15.65 14.70
Cl 9.63 14.60 26.65
C 9.59 15.30 20.80
H 8.81 15.08 17.46
H 14.31 13.03 16.59
H 9.40 16.57 13.95
C 9.34 15.39 18.34
Cl 9.25 19.70 18.59
C 10.63 15.84 18.26
O 9.26 10.06 22.48
C 5.81 12.46 22.02
F 7.66 14.45 19.76
C 10.72 19.93 12.49
H 11.61 12.00 21.35
H 8.77 11.72 27.92
H 5.64 13.40 21.49
Cl 7.29 19.58 20.65
C 9.49 15.53 14.27
H 8.32 8.65 23.61
H 7.15 13.63 23.19
C 9.74 14.97 24.91
H 11.12 14.03 14.16
H 15.08 16.64 9.29
O 11.36 15.38 12.68
H 11.59 10.38 20.59
O 10.31 10.99 18.50
P 9.11 11.23 23.55
H 6.77 12.26 19.23
H 9.86 14.07 24.30
C 6.75 11.48 18.46
H 7.19 11.35 16.33
C 8.87 15.16 19.63
O 9.31 10.39 24.93
Cl 7.00 17.90 18.29
C 15.24 16.44 10.34
H 13.91 14.75 10.51
C 14.04 15.70 11.03
C 12.33 12.19 16.40
C 13.29 13.32 16.80
P 12.04 16.76 12.27
C 8.27 9.04 22.59
H 7.91 12.73 21.90
C 10.44 11.88 19.56
O 12.79 16.39 10.93
H 12.53 11.68 19.86
C 11.01 18.94 11.35
H 7.34 10.61 18.78
O 10.96 12.60 16.58
H 6.66 12.89 16.80
C 7.30 12.09 17.14
C 11.63 11.44 20.42
H 7.76 11.84 26.45
H 14.30 15.55 12.05
H 8.05 10.25 27.14
H 11.52 15.81 21.54
C 8.51 11.26 26.99
H 12.06 18.99 11.07
C 10.96 15.10 14.04
H 11.35 19.82 13.37
C 8.14 18.61 19.43
H 7.88 7.18 21.54
H 8.63 17.80 19.98
H 5.71 11.09 18.40
C 11.40 16.06 19.40
C 10.90 15.79 20.67
Cl 11.23 15.89 24.65
H 7.28 9.41 22.34
O 10.78 17.63 11.85
H 8.85 14.92 13.62
H 5.73 11.64 21.30
H 9.20 15.45 15.32
H 9.13 15.00 21.73

# 3
8
Properties=species:S:1:pos:R:3 method="wB97M-V/def2-TZVPD" multiplicity=1 homo_lumo_gap_ev=5.386 energy_ev=-27788.440 charge=-2 fmax_ha_per_bohr=0.07490 homo_ev=1.155 de_lowest_ev=2.3403
O 0.95 1.42 -0.86
O 0.76 -0.04 -3.03
P 0.46 0.20 -1.58
N 0.77 -1.59 1.18
H 1.66 -1.72 1.55
S 0.74 -1.72 -0.45
O -1.69 0.47 -1.54
H -1.83 -0.37 -0.95

# 4
105
Properties=species:S:1:pos:R:3 method="wB97M-V/def2-TZVPD" multiplicity=2 homo_lumo_gap_ev="4.905 / 4.862" energy_ev=-213803.860 charge=-2 fmax_ha_per_bohr=0.05587 homo_ev="-1.042 / -0.999"
S 1.10 2.62 -0.74
C 5.81 0.42 1.18
H -1.24 3.22 -3.36
As -1.55 0.15 -0.54
C -2.81 -0.44 0.88
H -0.75 1.18 1.94
C -1.60 -2.60 -1.03
C -0.93 3.09 2.88
C -4.50 -1.73 2.69
C -2.62 1.73 -1.07
C 5.49 -0.41 3.41
C -5.03 -1.07 1.59
H -0.78 5.00 3.84
H -3.04 0.99 -6.53
H 4.64 1.43 -0.92
Cr 1.97 0.44 -0.81
H 0.09 -0.52 6.34
C -3.76 4.22 -1.67
H 0.73 0.93 4.49
H -1.88 -1.00 -5.83
O 1.99 -5.21 -2.87
H -4.60 0.07 -0.17
C 6.33 -0.08 2.36
H 3.47 -0.55 4.09
H 7.40 -0.21 2.46
H 3.68 4.10 3.46
C 1.20 -0.68 3.14
C 4.44 0.65 1.04
H 1.74 -3.78 1.79
H -1.39 -4.72 -1.19
H -5.16 -2.25 3.37
C -4.26 3.06 -2.24
C -0.22 2.03 2.37
C -0.25 4.16 3.43
H -0.08 1.18 -2.61
C -2.70 4.14 -0.78
H -6.10 -1.06 1.42
H -4.10 0.96 -2.43
N -0.11 -1.16 -3.73
C -3.22 -2.76 -3.24
H -1.22 -1.12 2.16
C 0.04 -2.41 -4.27
C 2.28 -2.43 -1.39
C -4.19 -0.44 0.69
H -2.73 3.14 -5.35
H 3.80 3.12 2.01
H -3.86 -2.81 -4.11
C 0.87 -2.88 4.06
C 3.59 0.27 2.10
C -1.85 -3.83 -1.60
H 2.64 -2.31 1.40
C -2.37 1.05 -5.68
H 1.66 5.00 3.85
O 2.66 -1.39 -0.78
H 0.19 -2.98 6.09
C 1.24 -2.28 -2.41
C -3.69 1.84 -1.95
Sb 2.13 3.21 -2.88
C -2.15 2.90 -0.48
C -0.71 1.15 -3.49
H -2.84 -4.87 -3.19
C 1.14 4.15 3.44
C 1.21 -4.58 -3.73
H -2.01 3.08 2.85
C -3.13 -1.74 2.89
Cl -0.61 -2.94 -5.74
H -4.18 5.19 -1.93
C 1.67 -2.69 1.71
C 3.37 3.16 3.00
C 1.18 1.99 2.40
C 0.77 -0.14 4.36
H -3.37 -0.64 -3.13
C -2.20 2.26 -5.02
H 5.90 -0.81 4.33
S 4.02 4.40 -2.32
H 3.78 2.34 3.59
N 0.60 -1.09 -2.55
C 0.88 -3.16 -3.46
C -2.30 -1.10 1.99
C -2.14 -1.42 -1.55
H 2.33 -4.58 -2.12
H -2.28 5.03 -0.33
S 2.86 0.88 -2.97
O 0.77 -5.16 -4.71
C -1.36 2.29 -3.91
H -0.96 -2.53 -0.15
H 0.90 -3.95 3.95
C -2.95 -1.52 -2.67
O 2.78 -3.56 -1.15
C 0.46 -2.33 5.27
H 3.53 2.32 0.13
C -1.70 -0.09 -5.29
H 0.96 -2.45 0.92
H -2.71 -2.25 3.74
C -2.66 -3.91 -2.71
H -5.09 3.12 -2.93
H -1.31 2.86 0.20
C 3.89 1.32 -0.13
H 6.47 0.69 0.37
C 4.12 -0.27 3.27
C 1.24 -2.08 3.00
P 1.80 0.37 1.75
C 1.88 3.08 2.94
C -0.83 -0.07 -4.18
C 0.41 -0.95 5.41

What did the fourth record say?
105
Properties=species:S:1:pos:R:3 method="wB97M-V/def2-TZVPD" multiplicity=2 homo_lumo_gap_ev="4.905 / 4.862" energy_ev=-213803.860 charge=-2 fmax_ha_per_bohr=0.05587 homo_ev="-1.042 / -0.999"
S 1.10 2.62 -0.74
C 5.81 0.42 1.18
H -1.24 3.22 -3.36
As -1.55 0.15 -0.54
C -2.81 -0.44 0.88
H -0.75 1.18 1.94
C -1.60 -2.60 -1.03
C -0.93 3.09 2.88
C -4.50 -1.73 2.69
C -2.62 1.73 -1.07
C 5.49 -0.41 3.41
C -5.03 -1.07 1.59
H -0.78 5.00 3.84
H -3.04 0.99 -6.53
H 4.64 1.43 -0.92
Cr 1.97 0.44 -0.81
H 0.09 -0.52 6.34
C -3.76 4.22 -1.67
H 0.73 0.93 4.49
H -1.88 -1.00 -5.83
O 1.99 -5.21 -2.87
H -4.60 0.07 -0.17
C 6.33 -0.08 2.36
H 3.47 -0.55 4.09
H 7.40 -0.21 2.46
H 3.68 4.10 3.46
C 1.20 -0.68 3.14
C 4.44 0.65 1.04
H 1.74 -3.78 1.79
H -1.39 -4.72 -1.19
H -5.16 -2.25 3.37
C -4.26 3.06 -2.24
C -0.22 2.03 2.37
C -0.25 4.16 3.43
H -0.08 1.18 -2.61
C -2.70 4.14 -0.78
H -6.10 -1.06 1.42
H -4.10 0.96 -2.43
N -0.11 -1.16 -3.73
C -3.22 -2.76 -3.24
H -1.22 -1.12 2.16
C 0.04 -2.41 -4.27
C 2.28 -2.43 -1.39
C -4.19 -0.44 0.69
H -2.73 3.14 -5.35
H 3.80 3.12 2.01
H -3.86 -2.81 -4.11
C 0.87 -2.88 4.06
C 3.59 0.27 2.10
C -1.85 -3.83 -1.60
H 2.64 -2.31 1.40
C -2.37 1.05 -5.68
H 1.66 5.00 3.85
O 2.66 -1.39 -0.78
H 0.19 -2.98 6.09
C 1.24 -2.28 -2.41
C -3.69 1.84 -1.95
Sb 2.13 3.21 -2.88
C -2.15 2.90 -0.48
C -0.71 1.15 -3.49
H -2.84 -4.87 -3.19
C 1.14 4.15 3.44
C 1.21 -4.58 -3.73
H -2.01 3.08 2.85
C -3.13 -1.74 2.89
Cl -0.61 -2.94 -5.74
H -4.18 5.19 -1.93
C 1.67 -2.69 1.71
C 3.37 3.16 3.00
C 1.18 1.99 2.40
C 0.77 -0.14 4.36
H -3.37 -0.64 -3.13
C -2.20 2.26 -5.02
H 5.90 -0.81 4.33
S 4.02 4.40 -2.32
H 3.78 2.34 3.59
N 0.60 -1.09 -2.55
C 0.88 -3.16 -3.46
C -2.30 -1.10 1.99
C -2.14 -1.42 -1.55
H 2.33 -4.58 -2.12
H -2.28 5.03 -0.33
S 2.86 0.88 -2.97
O 0.77 -5.16 -4.71
C -1.36 2.29 -3.91
H -0.96 -2.53 -0.15
H 0.90 -3.95 3.95
C -2.95 -1.52 -2.67
O 2.78 -3.56 -1.15
C 0.46 -2.33 5.27
H 3.53 2.32 0.13
C -1.70 -0.09 -5.29
H 0.96 -2.45 0.92
H -2.71 -2.25 3.74
C -2.66 -3.91 -2.71
H -5.09 3.12 -2.93
H -1.31 2.86 0.20
C 3.89 1.32 -0.13
H 6.47 0.69 0.37
C 4.12 -0.27 3.27
C 1.24 -2.08 3.00
P 1.80 0.37 1.75
C 1.88 3.08 2.94
C -0.83 -0.07 -4.18
C 0.41 -0.95 5.41